(1)
Density functional theory data (the ωB97M-V functional and the def2-TZVPD basis) for 2 unconnected molecules or ions with the total composition C4H11NO3 in a non-equilibrium geometry.

Summary:
total charge: -2
energy above the lowest of the compared OMol25 structures with the same formula, charge and spin: 215.6 kJ/mol

XYZ file:
```
19
Properties=species:S:1:pos:R:3:forces:R:3
O -0.603936 -2.049433 -2.532339 2.486 -2.916 -0.932
O 1.418295 -2.110767 -1.083885 0.303 -0.872 0.315
O -1.738962 1.374000 2.672443 0.395 0.106 0.325
N -0.938191 0.764954 0.445974 -1.240 1.433 -0.211
C -1.954728 1.497774 1.369049 0.285 0.396 0.800
C 1.187732 0.143821 -0.590598 0.388 0.645 1.060
C 0.489078 0.942039 0.558455 0.464 -1.841 1.047
C 1.414740 -1.237832 0.017190 -0.985 -1.016 -2.380
H 0.973265 0.590459 1.578463 -0.936 -0.229 -1.339
H -2.018120 2.597158 1.030507 0.890 -0.456 -0.203
H 2.250467 0.537843 -0.793209 -1.683 -0.122 -0.357
H 0.499626 -0.043341 -1.515499 1.519 0.930 1.673
H -1.100020 -1.287773 -2.472313 -1.214 2.700 0.431
H 0.598041 -1.325471 0.814743 0.722 -0.752 -0.780
H -3.043162 1.250211 1.191214 0.540 -1.001 -1.108
H 0.462425 -1.976346 -2.117481 -1.632 0.039 1.277
H 2.389553 -1.369470 0.488552 0.207 0.470 0.669
H -1.127152 -0.208267 0.272940 -0.339 -0.182 0.338
H 0.841056 1.910448 0.665786 -0.170 2.669 -0.625
```
Forces are in eV/Å.

=====

(2)
Density functional theory data (the ωB97M-V functional and the def2-TZVPD basis) for 2 unconnected molecules or ions with the total composition C2H6O in a non-equilibrium geometry.

Summary:
total charge: 0
energy above the lowest of the compared OMol25 structures with the same formula, charge and spin: 303.1 kJ/mol

XYZ file:
```
9
Properties=species:S:1:pos:R:3:forces:R:3
O 0.719481 -0.218260 -0.611729 0.454 3.278 3.179
C -0.465511 -0.931646 -0.854626 -0.305 1.984 2.011
C 0.456346 0.973303 0.871344 -2.803 -2.601 -4.370
H -1.294529 -0.145937 -0.798934 0.382 -1.419 -0.707
H -0.621483 -1.606715 0.046619 -0.184 -0.112 -1.616
H 0.270434 0.201421 1.594573 -1.547 0.016 0.241
H -0.213732 1.846029 0.517734 0.939 -2.035 0.830
H -0.252535 -1.308679 -1.860352 -0.877 -0.676 0.348
H 1.401528 1.190484 1.095371 3.942 1.565 0.084
```
Forces are in eV/Å.

=====

(3)
Density functional theory data (the ωB97M-V functional and the def2-TZVPD basis) for a molecular structure, C29H31CrF3N4OSSi2 in a non-equilibrium geometry.

Summary:
total charge: -1
2S+1: 2
expectation value of S²: 0.85
energy above the lowest of the compared OMol25 structures with the same formula, charge and spin: 83.4 kJ/mol

XYZ file:
```
72
Properties=species:S:1:pos:R:3:forces:R:3
Cr 0.141415 0.606001 0.808198 1.099 0.418 -0.434
S -1.733479 1.897519 1.688465 0.556 -0.157 -0.030
Si -1.446278 -0.105039 -0.923845 0.001 0.211 -0.313
Si 1.784243 0.457137 -1.175197 -0.377 -0.311 -0.957
F 3.598469 6.653233 0.077227 -0.229 -0.507 -0.005
F 4.604940 5.852811 1.806116 -0.040 -0.339 0.018
F 2.784626 6.975496 2.030783 -0.225 -0.583 -0.075
O 1.870754 -0.325253 1.275477 -0.401 0.221 0.021
N 1.193573 2.337310 0.848202 0.596 1.256 0.078
N -0.750430 -0.855110 1.779065 0.538 -1.563 0.514
N -3.727187 0.658242 2.938154 -0.131 -0.091 0.071
N -2.009919 -0.695772 2.288267 -1.096 -0.846 0.626
C -1.441396 -4.433087 -2.816080 0.061 -0.087 -0.083
C 3.086819 3.557078 1.713905 -0.090 1.900 -0.415
C 1.416717 -3.829848 2.132569 0.074 0.117 0.023
C 3.385439 6.019219 1.261690 0.671 1.684 0.117
C 3.748825 -3.328989 1.891919 -0.008 0.571 -0.163
C -6.096566 0.580107 -0.298059 -0.126 0.042 0.041
C -3.953387 1.274375 -1.122250 0.128 -0.050 -0.092
C -0.991864 -2.083147 -2.959356 -0.032 0.064 -0.117
C 2.730963 -4.245397 2.125172 -0.385 -0.461 0.122
C 2.624541 4.762230 1.140434 -0.738 -1.563 -0.018
C 2.151547 -1.362160 -1.711150 -0.218 0.594 0.325
C -0.263228 -2.048058 2.078169 -0.863 1.211 -0.200
C -1.782968 -3.003638 -0.922726 0.005 0.000 0.142
C -4.148286 -0.774017 0.061547 0.007 -0.101 -0.081
C -1.398245 -1.879632 -1.645312 0.123 0.385 0.245
C -1.824828 -4.260429 -1.498715 -0.040 -0.240 0.027
C -1.001695 -3.337644 -3.539607 0.006 -0.119 -0.175
C 3.566200 1.201440 -1.001822 -0.671 -0.136 0.387
C -5.307924 1.501714 -0.967699 -0.189 0.155 -0.073
C 2.108084 -1.569669 1.557035 -0.499 -0.092 0.167
C 0.736498 3.518395 0.336631 -0.208 -1.080 -0.037
C 3.437662 -2.013958 1.618795 0.402 -0.360 0.101
C 2.359802 2.418240 1.543690 -0.813 -0.865 -0.020
C 1.280207 1.375482 -2.810201 0.173 -0.388 0.491
C 1.065547 -2.493374 1.871137 0.935 0.193 -0.243
C -5.505081 -0.555562 0.226930 -0.190 -0.126 0.035
C -3.339945 0.125347 -0.625971 0.382 -0.031 0.169
C 1.396716 4.707736 0.447861 1.235 0.608 0.437
C -2.513935 0.486655 2.314526 0.477 0.545 -0.199
H -3.348390 1.995149 -1.656565 0.019 0.101 -0.045
H 4.004568 3.539379 2.280394 0.060 -0.066 -0.006
H 2.919769 -1.803366 -1.085573 0.215 -0.054 0.168
H 4.174447 0.909761 -1.854721 -0.069 -0.153 -0.233
H 4.214554 -1.284588 1.445694 0.082 0.097 -0.097
H -6.107519 -1.276385 0.766739 -0.028 -0.062 0.005
H 3.542812 2.287367 -0.975612 -0.005 0.262 -0.022
H 2.500750 -1.392521 -2.738375 0.117 0.088 -0.297
H 1.277351 -1.999333 -1.646212 -0.169 -0.101 0.053
H 4.072222 0.860383 -0.106659 0.160 -0.104 0.270
H -0.655795 -1.234525 -3.533534 0.049 0.148 -0.179
H -3.702872 -1.656021 0.492722 -0.048 -0.128 0.056
H -5.759459 2.395572 -1.379274 -0.004 0.063 -0.024
H 0.923372 2.381417 -2.616584 -0.152 0.288 0.095
H -4.266889 -0.191922 3.009048 -0.008 0.035 -0.002
H -1.438002 0.707392 -2.186542 0.142 -0.004 -0.017
H -2.159351 -5.113933 -0.924249 -0.003 -0.045 0.098
H -1.470753 -5.412389 -3.274989 0.001 -0.064 -0.002
H -0.209681 3.459666 -0.188115 0.042 -0.040 0.012
H 2.703522 1.486554 1.965088 -0.026 -0.056 -0.056
H 0.991259 5.603350 0.001605 -0.104 0.011 -0.054
H -4.246387 1.459461 2.614496 0.007 -0.092 -0.059
H 0.627288 -4.536230 2.356884 -0.053 -0.044 0.020
H 2.974359 -5.279446 2.324718 -0.035 -0.075 0.013
H -7.161953 0.743940 -0.193541 -0.025 0.021 0.038
H 2.139202 1.458053 -3.468239 0.342 0.013 -0.131
H 4.783622 -3.644327 1.921851 0.040 -0.008 -0.010
H -0.671444 -3.469981 -4.561023 0.019 0.038 -0.095
H -0.940117 -2.713161 2.609131 -0.086 -0.011 -0.078
H 0.506636 0.853959 -3.357848 -0.276 -0.124 -0.064
H -2.054067 -2.899257 0.115308 -0.101 -0.012 0.215
```
Forces are in eV/Å.

=====

(4)
Density functional theory data (the ωB97M-V functional and the def2-TZVPD basis) for 2 unconnected molecules or ions with the total composition C5H11O2.

Summary:
total charge: -1
energy above the lowest of the compared OMol25 structures with the same formula, charge and spin: 11.4 kJ/mol

XYZ file:
```
18
Properties=species:S:1:pos:R:3:forces:R:3
O -1.632293 2.022450 2.088913 -0.101 -0.251 0.000
O 0.406051 1.083969 1.773557 -0.263 -0.047 0.001
C 0.726394 -0.789067 -1.466151 0.107 -0.376 0.501
C -0.065735 3.127669 0.689534 -0.101 -0.329 0.070
C -0.487737 1.949465 1.593655 0.326 0.203 0.341
C 0.146482 -1.375031 -0.170531 0.022 0.009 -0.159
C -0.435894 -2.776134 -0.340837 0.577 -0.001 0.038
H 0.551247 2.714111 -0.102573 0.163 0.212 -0.227
H 0.906497 -1.359848 0.611717 0.028 -0.062 -0.064
H 1.374897 -1.513456 -1.971894 -0.105 -0.044 -0.046
H 0.294456 -3.459312 -0.809140 -0.249 0.177 0.057
H -0.064543 -0.484144 -2.148109 -0.016 0.049 -0.152
H -0.697217 -3.200990 0.629036 -0.124 -0.009 -0.003
H 0.529043 3.816677 1.294205 -0.007 0.048 -0.113
H -1.328523 -2.737269 -0.956206 -0.197 -0.151 -0.187
H -0.627184 -0.710114 0.207135 0.025 0.102 0.078
H 1.351287 0.063805 -1.219419 -0.096 0.287 -0.053
H -0.947236 3.627224 0.297111 0.012 0.184 -0.084
```
Forces are in eV/Å.